Version P
{
  "formula": "C2H7NOSi",
  "method": "ωB97M-V with the def2-TZVPD basis set",
  "homo_lumo_gap_ev": 9.59,
  "molar_mass_g_mol": 89.2,
  "symbols": ["C", "C", "N", "O", "Si", "H", "H", "H", "H", "H", "H", "H"],
  "xyz": [[0.81, -2.02, 1.79], [-0.26, 1.10, -1.00], [0.76, -1.05, 0.79], [0.48, -1.73, 2.92], [-0.09, 0.46, 0.68], [0.92, -3.07, 1.32], [0.42, 0.96, -1.76], [-1.22, 0.62, -1.29], [-0.54, 2.20, -0.95], [1.21, -1.70, -0.53], [-1.48, 0.50, 1.37], [0.82, 1.30, 1.36]],
  "nbo_charge": [0.528, -1.133, -1.018, -0.573, 1.364, 0.114, 0.246, 0.238, 0.258, 0.362, -0.169, -0.217]
}

=====

Version Q
{
  "formula": "C2H7NOSi",
  "method": "ωB97M-V with the def2-TZVPD basis set",
  "homo_lumo_gap_ev": 10.56,
  "molar_mass_g_mol": 89.2,
  "symbols": ["C", "C", "N", "O", "Si", "H", "H", "H", "H", "H", "H", "H"],
  "xyz": [[0.24, -0.58, 1.07], [-1.10, -0.11, 0.47], [1.13, -0.53, -0.29], [-0.89, 0.96, -0.42], [0.48, 0.76, -1.24], [0.50, 0.03, 1.84], [0.23, -1.70, 1.40], [-1.63, -0.84, -0.05], [-1.92, 0.28, 1.14], [2.12, -0.74, -0.04], [0.85, 2.28, -1.29], [-0.02, 0.20, -2.59]],
  "nbo_charge": [-0.220, -0.094, -1.105, -0.893, 1.566, 0.184, 0.208, 0.175, 0.191, 0.405, -0.200, -0.218]
}

=====

Version R
{
  "formula": "C2H7NOSi",
  "method": "ωB97M-V with the def2-TZVPD basis set",
  "smiles": "[H]/N=[SiH]/C=C.O",
  "homo_lumo_gap_ev": 9.64,
  "molar_mass_g_mol": 89.2,
  "symbols": ["C", "C", "N", "O", "Si", "H", "H", "H", "H", "H", "H", "H"],
  "xyz": [[2.84, -0.47, -0.03], [1.98, 0.47, 0.31], [-0.62, -1.01, 0.25], [-3.77, 0.15, 0.11], [0.13, 0.39, -0.01], [3.90, -0.39, 0.19], [2.53, -1.36, -0.55], [2.35, 1.35, 0.82], [-1.62, -1.13, 0.31], [-4.45, -0.16, -0.49], [-3.01, 0.42, -0.42], [-0.27, 1.72, -0.49]],
  "nbo_charge": [-0.298, -0.700, -1.321, -0.943, 1.530, 0.194, 0.200, 0.223, 0.393, 0.473, 0.470, -0.220]
}

=====

Most favorable structure: version Q. The second most favorable one is 151.3 kJ/mol above it.

=====

Version P
{
  "formula": "CH4N4S",
  "method": "ωB97M-V with the def2-TZVPD basis set",
  "homo_lumo_gap_ev": [6.80, 7.17],
  "molar_mass_g_mol": 104.1,
  "symbols": ["C", "N", "N", "N", "N", "S", "H", "H", "H", "H"],
  "xyz": [[-0.14, 0.53, 0.00], [2.11, 0.75, 0.34], [3.36, 0.68, 0.51], [1.40, -1.45, -0.17], [1.26, -0.10, 0.02], [4.54, -0.14, -0.18], [-0.03, 1.58, 0.30], [-0.66, 0.40, -0.95], [-0.66, 0.07, 0.82], [0.44, -1.76, -0.22]],
  "nbo_charge": [-0.430, -0.081, -0.338, -0.448, 0.074, 0.233, 0.242, 0.223, 0.213, 0.311]
}

=====

Version Q
{
  "formula": "CH4N4S",
  "method": "ωB97M-V with the def2-TZVPD basis set",
  "homo_lumo_gap_ev": [7.17, 7.18],
  "molar_mass_g_mol": 104.1,
  "symbols": ["C", "N", "N", "N", "N", "S", "H", "H", "H", "H"],
  "xyz": [[-0.49, -0.98, 0.15], [0.63, 1.00, -1.47], [0.65, -0.22, 0.56], [1.18, 0.73, -0.49], [-1.56, -0.06, -0.50], [-1.91, 1.40, -0.05], [-0.28, -1.72, -0.69], [-0.97, -1.41, 1.02], [0.69, 0.15, 1.51], [2.07, 1.10, -0.04]],
  "nbo_charge": [-0.125, -0.176, -0.571, -0.064, -0.522, 0.306, 0.216, 0.232, 0.383, 0.321]
}

=====

Version R
{
  "formula": "CH4N4S",
  "method": "ωB97M-V with the def2-TZVPD basis set",
  "smiles": "[S-][N+]1=NNNC1",
  "homo_lumo_gap_ev": [8.23, 8.23],
  "molar_mass_g_mol": 104.1,
  "symbols": ["C", "N", "N", "N", "N", "S", "H", "H", "H", "H"],
  "xyz": [[-0.12, -0.87, 0.18], [0.66, 1.20, 0.05], [-1.20, -0.07, -0.12], [-0.64, 1.25, 0.25], [1.16, 0.05, -0.02], [2.66, -0.55, 0.03], [-0.23, -1.02, 1.30], [-0.01, -1.89, -0.39], [-1.32, -0.23, -1.18], [-0.95, 2.14, -0.11]],
  "nbo_charge": [-0.125, -0.011, -0.457, -0.285, -0.231, -0.095, 0.205, 0.249, 0.345, 0.405]
}

=====

Most favorable structure: version R. The second most favorable one is 112.4 kJ/mol above it.

=====

Version P
{
  "formula": "C2H2OS2",
  "method": "ωB97M-V with the def2-TZVPD basis set",
  "smiles": "O=CC1SS1",
  "homo_lumo_gap_ev": 8.57,
  "molar_mass_g_mol": 106.2,
  "symbols": ["C", "C", "O", "S", "S", "H", "H"],
  "xyz": [[0.16, 0.51, -0.59], [-0.05, -0.50, 0.37], [-0.72, 1.28, -0.87], [1.08, -1.85, 0.47], [0.80, -0.48, 2.00], [1.20, 0.39, -1.00], [-1.18, -0.68, 0.54]],
  "nbo_charge": [0.379, -0.566, -0.482, 0.151, 0.127, 0.124, 0.267]
}

=====

Version Q
{
  "formula": "C2H2OS2",
  "method": "ωB97M-V with the def2-TZVPD basis set",
  "smiles": "O=C(S)C=S",
  "homo_lumo_gap_ev": 7.66,
  "molar_mass_g_mol": 106.2,
  "symbols": ["C", "C", "H", "H", "O", "S", "S"],
  "xyz": [[0.69, 0.33, -0.08], [-0.78, 0.58, -0.03], [0.30, -1.92, 0.29], [-1.08, 1.63, 0.15], [1.57, 1.15, -0.12], [1.33, -1.27, -0.10], [-2.03, -0.50, -0.12]],
  "nbo_charge": [0.299, -0.363, 0.115, 0.229, -0.501, 0.069, 0.151]
}

=====

Most favorable structure: version Q. The second most favorable one is 5.1 kJ/mol above it.